[1]
294
Properties=species:S:1:pos:R:3:mulliken_charge:R:1 method="wB97M-V/def2-TZVPD" charge=0
C 26.125 14.413 18.708 -1.15
C 24.866 14.202 19.460 2.38
C 25.238 14.020 20.931 -1.67
O 23.985 15.348 19.352 -0.41
H 26.744 13.462 18.611 0.28
H 26.648 15.262 19.152 0.43
H 25.872 14.808 17.701 0.26
H 24.315 13.319 19.080 -1.03
H 25.684 14.977 21.145 0.60
H 26.005 13.208 20.992 0.41
H 24.434 13.807 21.655 -0.01
H 23.376 15.380 20.120 -0.42
C 20.639 7.888 11.102 -1.48
C 20.859 9.357 10.694 2.33
C 22.326 9.674 10.725 -1.28
O 20.440 9.622 9.344 -0.69
H 21.246 7.699 11.978 0.23
H 21.038 7.280 10.262 0.40
H 19.585 7.704 11.399 0.29
H 20.279 9.979 11.385 -0.77
H 22.615 10.691 10.514 0.44
H 22.883 8.974 10.067 0.47
H 22.726 9.494 11.782 -0.24
H 19.516 9.440 9.281 0.10
C 24.282 18.311 16.084 -0.63
C 24.008 18.840 14.662 0.31
C 23.787 17.807 13.589 -0.62
O 22.835 19.639 14.522 -0.50
H 23.360 18.075 16.606 -0.08
H 24.765 19.061 16.731 0.49
H 24.863 17.349 16.108 0.08
H 24.901 19.382 14.296 0.42
H 23.839 18.122 12.581 0.51
H 22.831 17.275 13.673 -0.21
H 24.475 16.975 13.695 0.13
H 22.960 20.568 14.803 0.29
C 15.288 12.514 14.341 -0.56
C 14.978 14.007 14.302 1.59
C 13.561 14.321 13.903 -1.97
O 15.278 14.648 15.472 -0.33
H 14.893 11.971 13.471 0.38
H 14.924 12.131 15.296 0.41
H 16.382 12.464 14.416 -0.47
H 15.649 14.443 13.607 -0.34
H 13.455 15.365 13.749 0.37
H 12.968 13.973 14.748 0.37
H 13.249 13.735 13.020 0.44
H 14.815 14.284 16.236 -0.46
C 22.914 15.639 8.659 -1.25
C 24.425 15.953 8.522 0.59
C 24.967 16.635 9.772 -0.89
O 25.160 14.820 8.252 -0.46
H 22.458 15.275 7.751 0.42
H 22.311 16.444 9.086 0.37
H 22.806 14.846 9.443 0.17
H 24.568 16.720 7.695 0.13
H 26.015 16.825 9.661 0.39
H 24.884 15.875 10.581 -0.14
H 24.422 17.586 9.999 0.42
H 24.749 14.324 7.554 0.31
C 16.469 8.139 14.746 -1.78
C 17.706 9.031 14.553 1.29
C 18.996 8.155 14.672 -1.30
O 17.657 9.769 13.354 0.06
H 15.581 8.804 14.719 0.40
H 16.476 7.535 15.664 0.40
H 16.314 7.538 13.871 0.34
H 17.783 9.778 15.393 -0.38
H 19.839 8.785 14.256 -0.02
H 18.915 7.270 14.044 0.54
H 19.213 8.039 15.705 0.50
H 16.776 10.049 13.169 -0.36
C 25.575 8.963 16.066 -0.67
C 24.457 8.310 15.342 0.48
C 23.307 7.863 16.265 -1.02
O 23.958 9.310 14.373 0.07
H 26.385 9.222 15.365 -0.07
H 25.913 8.442 16.927 0.57
H 25.249 9.972 16.384 -0.20
H 24.918 7.509 14.826 0.60
H 22.402 7.468 15.664 0.22
H 23.025 8.727 16.855 -0.14
H 23.589 7.141 16.979 0.66
H 23.361 8.872 13.763 -0.35
C 19.835 17.017 16.589 -0.56
C 18.541 17.783 16.242 1.41
C 18.853 19.293 16.110 -1.55
C 19.474 19.522 14.790 0.48
C 18.734 18.851 13.562 -2.06
C 18.539 17.329 13.676 1.57
N 17.869 17.180 15.033 -0.09
O 17.806 15.747 15.251 1.48
C 17.488 16.875 12.601 -1.20
C 19.788 16.546 13.421 -0.22
C 17.567 17.540 17.444 -1.00
H 19.539 16.018 16.850 -0.34
H 20.288 17.448 17.488 0.57
H 20.554 16.951 15.830 -0.27
H 17.867 19.754 16.173 0.41
H 19.375 19.725 16.939 0.39
H 20.476 19.050 14.824 -0.41
H 19.672 20.601 14.486 0.42
H 19.183 19.178 12.678 0.61
H 17.721 19.262 13.506 0.39
H 16.501 17.412 12.809 0.40
H 17.906 16.989 11.628 0.48
H 17.366 15.813 12.780 -0.31
H 20.674 17.094 13.697 -0.90
H 19.811 15.624 14.031 -0.55
H 19.745 16.283 12.350 0.91
H 18.008 17.983 18.374 0.29
H 17.433 16.524 17.613 -0.80
H 16.563 17.973 17.302 0.53
H 16.935 15.495 15.673 -0.15
C 26.413 13.543 13.336 -1.04
C 26.476 12.558 12.098 1.28
C 27.346 13.216 10.981 -0.64
C 27.741 12.155 9.932 -0.52
C 28.472 10.927 10.483 -1.25
C 27.629 10.242 11.605 1.65
N 27.205 11.299 12.528 -0.06
O 26.606 10.706 13.739 -0.27
C 26.489 9.357 11.042 -1.37
C 28.507 9.234 12.372 -1.88
C 24.998 12.341 11.625 -0.25
H 26.038 14.525 12.943 0.21
H 27.367 13.555 13.890 0.58
H 25.679 13.219 14.083 -0.35
H 26.739 13.978 10.491 -0.19
H 28.153 13.716 11.528 0.48
H 28.316 12.680 9.158 0.48
H 26.779 11.847 9.481 0.19
H 29.503 11.114 10.878 0.32
H 28.575 10.135 9.744 0.44
H 25.835 8.958 11.808 0.13
H 25.843 9.901 10.320 0.25
H 27.021 8.545 10.447 0.51
H 29.331 9.821 12.861 0.43
H 27.961 8.785 13.171 0.30
H 28.886 8.467 11.715 0.40
H 24.489 11.718 12.443 -0.67
H 24.913 11.904 10.624 0.60
H 24.534 13.345 11.594 0.10
H 25.707 10.426 13.448 0.11
C 23.634 10.075 21.945 -1.82
C 22.932 9.885 20.637 2.27
C 22.629 8.394 20.474 -1.22
C 21.393 7.891 21.238 -1.30
C 20.193 8.820 20.892 -1.54
C 20.449 10.270 21.107 2.05
N 21.691 10.628 20.302 0.19
O 21.869 12.071 20.493 0.64
C 19.297 10.998 20.437 -2.52
C 20.452 10.630 22.629 -1.48
C 24.053 10.167 19.556 -0.99
H 23.218 9.450 22.705 0.46
H 23.630 11.114 22.306 0.02
H 24.652 9.773 21.850 0.57
H 22.475 8.188 19.402 -0.05
H 23.563 7.854 20.714 0.52
H 21.508 7.886 22.260 0.48
H 21.186 6.890 20.947 0.56
H 19.349 8.584 21.491 0.56
H 19.968 8.571 19.834 0.22
H 19.266 10.633 19.466 0.48
H 18.296 10.693 20.866 0.63
H 19.249 12.115 20.454 0.23
H 19.373 10.609 22.955 0.42
H 20.964 9.849 23.170 0.43
H 21.023 11.566 22.781 0.03
H 24.696 9.352 19.200 0.38
H 24.662 10.983 19.903 0.12
H 23.498 10.543 18.721 -0.41
H 21.841 12.443 19.617 -0.95
C 18.094 12.893 9.325 -1.91
C 17.211 12.500 10.494 2.15
C 15.890 13.254 10.402 0.05
C 15.105 12.699 9.259 -0.99
C 14.847 11.223 9.511 -1.28
C 16.097 10.390 9.611 1.24
N 16.914 11.108 10.635 0.25
O 18.092 10.388 10.763 1.10
C 15.652 9.061 10.245 -1.76
C 16.719 10.187 8.199 -1.37
C 18.029 12.999 11.736 -1.43
H 18.658 13.811 9.496 0.53
H 17.482 13.015 8.432 0.35
H 18.854 12.132 9.092 0.13
H 15.334 13.293 11.373 -0.52
H 16.062 14.310 10.141 0.31
H 15.652 12.943 8.332 0.39
H 14.145 13.196 9.060 0.42
H 14.182 10.820 8.721 0.47
H 14.240 11.082 10.398 0.31
H 15.281 9.342 11.230 0.27
H 14.916 8.664 9.587 0.62
H 16.488 8.352 10.319 0.12
H 16.057 9.486 7.678 0.48
H 16.677 11.094 7.623 0.39
H 17.719 9.768 8.225 -0.01
H 17.506 12.651 12.694 -0.97
H 18.025 14.113 11.779 0.42
H 19.009 12.548 11.709 0.68
H 18.163 10.275 11.745 0.08
C 11.793 14.774 18.824 -1.92
C 13.221 14.827 19.250 1.50
C 13.339 15.038 20.828 -1.26
C 14.777 15.065 21.321 -0.44
C 15.479 13.709 20.914 -0.81
C 15.357 13.359 19.413 2.59
N 13.937 13.566 19.012 -0.10
O 13.819 13.226 17.601 -0.47
C 16.360 14.200 18.637 0.84
C 15.739 11.865 19.281 -2.43
C 13.840 16.069 18.612 -1.05
H 11.396 15.799 18.945 0.39
H 11.287 13.968 19.386 0.42
H 11.785 14.524 17.797 0.39
H 12.744 15.997 20.976 0.46
H 12.730 14.219 21.289 0.30
H 14.732 15.070 22.400 0.63
H 15.279 16.000 20.961 0.00
H 15.123 12.896 21.535 0.66
H 16.553 13.916 21.051 -0.26
H 17.351 13.797 18.701 -0.69
H 16.159 14.209 17.586 -0.61
H 16.451 15.221 19.012 0.20
H 15.059 11.272 19.849 0.73
H 15.631 11.444 18.294 0.33
H 16.736 11.700 19.604 0.07
H 14.930 16.199 18.874 0.01
H 13.194 16.855 19.005 0.68
H 13.813 15.967 17.511 0.07
H 13.447 12.358 17.586 0.32
C 22.954 17.410 22.682 -1.77
C 21.809 16.493 23.165 1.80
C 20.656 17.235 23.836 -1.33
C 19.668 18.045 23.016 -0.58
C 19.041 17.155 21.955 -1.26
C 20.161 16.431 21.106 2.72
N 21.045 15.709 22.110 -0.19
O 21.970 14.851 21.285 1.53
C 19.551 15.410 20.144 -0.02
C 20.901 17.539 20.322 -1.52
C 22.423 15.447 24.102 -1.66
H 23.761 17.549 23.469 0.43
H 23.472 17.123 21.797 0.20
H 22.584 18.442 22.535 0.51
H 19.988 16.508 24.341 0.40
H 21.050 17.831 24.622 0.42
H 18.730 18.251 23.561 0.48
H 20.039 19.025 22.641 0.24
H 18.413 17.708 21.274 0.28
H 18.351 16.407 22.365 0.52
H 18.875 15.955 19.459 -0.79
H 18.964 14.609 20.645 -0.18
H 20.303 14.926 19.578 -1.02
H 21.545 18.006 21.023 0.54
H 20.280 18.262 19.900 0.35
H 21.525 17.079 19.552 -0.22
H 21.686 15.040 24.801 0.38
H 22.858 14.639 23.534 0.18
H 23.243 15.868 24.732 0.36
H 21.614 13.946 21.402 -0.69
C 19.350 13.220 17.039 0.33
C 20.565 12.664 16.280 1.95
C 20.354 12.709 14.770 0.19
C 21.600 12.607 13.841 0.02
C 22.375 13.802 14.262 0.09
C 22.817 13.695 15.723 2.35
N 21.614 13.654 16.512 0.42
O 21.987 13.625 17.873 4.71
C 23.785 12.480 16.003 -1.61
C 23.665 14.946 16.098 -0.75
C 20.941 11.250 16.799 -0.54
H 19.701 13.808 17.858 -0.70
H 18.602 12.409 17.255 0.52
H 18.701 13.885 16.379 -0.47
H 19.603 11.962 14.478 -0.07
H 19.879 13.670 14.565 -0.88
H 21.321 12.691 12.756 0.53
H 22.264 11.732 13.985 -0.81
H 21.866 14.739 14.174 -0.67
H 23.305 13.928 13.705 -0.34
H 23.676 11.578 15.396 -0.32
H 24.869 12.761 15.806 0.51
H 23.681 12.115 17.043 -0.56
H 24.412 15.178 15.297 0.67
H 23.054 15.808 16.345 -0.70
H 24.239 14.795 17.036 -1.05
H 21.023 11.207 17.886 0.15
H 21.852 10.831 16.403 -1.04
H 20.236 10.459 16.615 0.26
H 22.044 14.527 18.164 -1.23


[2]
11
Properties=species:S:1:pos:R:3:nbo_charge:R:1 method="wB97M-V/def2-TZVPD" charge=-2
N -1.466 0.742 0.701 -0.74
N 0.782 1.356 0.539 -0.80
N -0.464 1.183 -0.211 -0.51
O -0.795 -1.931 -1.974 -1.19
O 0.166 -1.888 0.404 -1.21
O 1.616 -1.142 -1.560 -1.20
P 0.230 -1.380 -1.020 2.39
H -1.311 -0.260 0.893 0.34
H -1.314 1.219 1.608 0.26
H 1.117 0.413 0.788 0.33
H 1.439 1.687 -0.167 0.33


[3]
23
Properties=species:S:1:pos:R:3:nbo_charge:R:1 method="wB97M-V/def2-TZVPD" charge=0 smiles=Cc1ccccc1.CC
C 2.783 -0.163 -1.703 -0.63
C -0.533 -1.102 -0.203 -0.20
C -0.224 -1.594 1.049 -0.24
C 0.396 -0.616 -1.096 -0.23
C 1.742 -0.743 -0.689 0.01
C 1.109 -1.863 1.368 -0.19
C 2.069 -1.539 0.393 -0.24
H -1.608 -1.076 -0.368 0.21
H -1.029 -1.886 1.716 0.21
H 0.174 -0.158 -2.049 0.22
H 1.339 -2.403 2.267 0.21
H 2.972 0.811 -1.269 0.23
H 2.232 -0.042 -2.630 0.21
H 3.036 -1.993 0.572 0.21
H 3.539 -0.915 -1.929 0.22
C -2.542 1.452 1.132 -0.61
C -1.960 2.298 -0.003 -0.60
H -3.518 1.068 0.837 0.20
H -1.959 0.594 1.467 0.21
H -2.542 2.210 1.930 0.20
H -2.001 1.816 -0.993 0.20
H -0.946 2.624 0.204 0.20
H -2.528 3.220 -0.003 0.20


[4]
58
Properties=species:S:1:pos:R:3:nbo_charge:R:1 method="wB97M-V/def2-TZVPD" charge=0 smiles="COc1cccc(CNC(=O)CNC(=S)N(Cc2ccccc2)Cc2ccccc2F)c1"
C 5.641 0.452 -1.674 -0.25
H 5.597 0.135 -2.721 0.18
O 5.000 -0.476 -0.832 -0.50
C 3.690 -0.765 -1.065 0.31
C 3.167 -1.837 -0.339 -0.22
C 1.861 -2.247 -0.521 -0.01
C 1.053 -1.561 -1.424 -0.26
C 1.559 -0.485 -2.124 -0.18
C 2.873 -0.081 -1.956 -0.32
H 3.244 0.755 -2.526 0.22
H 0.936 0.046 -2.830 0.21
H 0.040 -1.897 -1.591 0.22
C 1.303 -3.434 0.227 -0.25
N 0.035 -3.115 0.844 -0.63
C -1.144 -3.423 0.276 0.67
O -1.281 -4.163 -0.676 -0.63
C -2.320 -2.669 0.918 -0.32
N -2.207 -1.268 0.582 -0.60
C -1.515 -0.373 1.315 0.34
N -1.295 0.848 0.784 -0.42
C -0.632 1.885 1.554 -0.25
C 0.833 2.010 1.214 -0.14
C 1.305 3.039 0.410 0.46
C 2.647 3.213 0.135 -0.31
C 3.558 2.321 0.672 -0.19
C 3.115 1.262 1.447 -0.22
C 1.767 1.111 1.714 -0.18
H 1.425 0.301 2.339 0.24
H 3.826 0.559 1.854 0.22
H 4.613 2.458 0.495 0.21
H 2.959 4.044 -0.479 0.23
F 0.421 3.924 -0.117 -0.35
H -0.732 1.627 2.611 0.26
H -1.143 2.834 1.367 0.21
C -1.587 1.141 -0.607 -0.27
C -3.063 1.107 -0.932 0.02
C -3.501 0.605 -2.152 -0.24
C -4.850 0.586 -2.458 -0.20
C -5.775 1.063 -1.546 -0.21
C -5.346 1.563 -0.328 -0.20
C -3.997 1.588 -0.023 -0.22
H -3.666 1.976 0.929 0.22
H -6.063 1.936 0.387 0.22
H -6.828 1.045 -1.783 0.22
H -5.178 0.194 -3.409 0.22
H -2.781 0.229 -2.866 0.21
H -1.205 2.143 -0.814 0.24
H -1.039 0.445 -1.256 0.21
S -0.983 -0.774 2.848 -0.33
H -2.509 -1.012 -0.345 0.41
H -2.299 -2.776 2.005 0.25
H -3.259 -3.056 0.522 0.23
H 0.041 -2.456 1.616 0.42
H 2.006 -3.770 0.993 0.20
H 1.114 -4.254 -0.474 0.24
H 3.819 -2.350 0.351 0.21
H 5.207 1.452 -1.582 0.17
H 6.679 0.477 -1.349 0.20


Across the entries above, DFT total energy takes the values -129259.013; -19965.041; -9559.203; -48466.176 eV, respectively.